[1]
Formula: C4H8N2S
Source: the OMol25 dataset
Level of theory: ωB97M-V/def2-TZVPD

Summary:
2S+1 = 1
Relative energy (zero: lowest compared OMol25 entry of this formula, charge and spin) = 95.3 kcal per mole
LUMO level = 0.00 eV
Charge = 0

Each line ends with the natural charge from an NBO analysis.
Element x y z (Å)
C (1.40, 1.72, 0.35)  -0.06
C (2.24, 0.69, 0.33)  -0.21
C (1.96, -0.54, -0.49)  -0.66
C (-3.15, -0.24, 0.32)  -0.43
N (0.22, 1.86, -0.39)  -0.82
N (-1.78, 0.26, 0.37)  -0.81
S (-1.25, 1.44, -0.44)  1.29
H (1.69, 2.67, 0.91)  0.21
H (3.19, 0.87, 0.98)  0.22
H (2.78, -1.05, -1.04)  0.22
H (1.06, -0.33, -1.22)  0.22
H (1.68, -1.27, 0.21)  0.22
H (-3.78, 0.48, -0.18)  0.18
H (-3.32, -1.00, -0.35)  0.21
H (-3.54, -0.44, 1.44)  0.21


[2]
Formula: C4H8N2S
Source: the OMol25 dataset
Level of theory: ωB97M-V/def2-TZVPD

Summary:
2S+1 = 1
Relative energy (zero: lowest compared OMol25 entry of this formula, charge and spin) = 145.9 kcal per mole
LUMO level (alpha / beta) = -1.52 / -1.52 eV
Charge = 0

Each line ends with the natural charge from an NBO analysis.
Element x y z (Å)
C (1.29, 0.77, 0.84)  -0.01
C (1.91, 0.25, -0.43)  -0.30
C (0.95, -1.23, 2.09)  -0.03
C (-2.36, 0.40, 0.02)  -0.82
N (1.17, -0.04, 2.02)  -0.40
N (0.55, 0.79, -0.44)  -0.31
S (-1.29, -0.87, -0.58)  0.17
H (1.37, 1.79, 1.06)  0.20
H (2.73, 0.73, -0.90)  0.21
H (1.86, -0.89, -0.51)  0.21
H (0.79, -1.98, 1.28)  0.16
H (1.03, -1.47, 3.11)  0.18
H (-2.40, 1.18, -0.76)  0.24
H (-1.74, 1.06, 0.75)  0.24
H (-3.20, -0.03, 0.54)  0.24